Record 1
ORCA calculation (wB97M-V/def2-TZVPD) on a molecular structure, C4H8CaF3O5S.

Properties
HOMO (spin up / spin down)	-12.75 / -12.75	eV
Kohn-Sham gap (spin up / spin down)	8.38 / 8.38	eV
total charge	+1
LUMO energy (spin up / spin down)	-4.374 / -4.374	eV
electronic energy	-1908.4432	Eh
ΔE to the lowest compared entry with this formula, charge and spin	162.7	kJ/mol

Element x y z (Å)
Ca: 0.64862 -1.76241 1.50954
S: -0.68612 -0.20105 -1.66005
F: 0.93365 -2.02232 -2.73715
F: 1.60352 -1.17831 -0.85348
F: 1.75268 -0.03293 -2.67470
O: -1.06266 -0.57572 2.47056
O: -0.42785 1.21198 -1.36379
O: -0.89774 -0.75463 0.69412
O: 1.12353 -0.09111 2.71175
O: -1.26205 -0.43415 -3.13500
C: -0.22085 0.38143 2.96292
C: 1.01491 -0.91255 -2.05078
C: -2.59793 0.04131 -3.41502
C: 2.18561 0.83668 2.87362
H: -0.33718 1.32911 2.40916
H: -0.34794 0.50769 4.04995
H: -3.28328 -0.78426 -3.19248
H: 2.16760 1.57994 2.06456
H: 3.11376 0.26055 2.81230
H: -2.92979 0.92166 -2.85300
H: 2.08952 1.34126 3.84456
H: -2.58001 0.33783 -4.46758


Record 2
ORCA calculation (wB97M-V/def2-TZVPD) on 2 unconnected molecules or ions with the total composition C21H38ClF3N3O6.

Properties
HOMO	-11.79	eV
Kohn-Sham gap	8.77	eV
total charge	+1
LUMO energy	-3.023	eV
electronic energy	-2197.9100	Eh

Element x y z (Å)
Cl: -2.13873 -1.63525 -4.66063
F: 3.45183 4.47586 0.08648
F: 1.95857 6.44851 -0.00548
F: 2.26152 4.94245 -1.92719
O: 3.29741 -3.65253 1.24672
O: -0.32735 4.66995 -0.36420
O: -2.18722 2.28780 3.10518
O: -3.65457 3.96074 1.96686
O: 1.19159 -4.21472 0.54277
O: 1.64856 -3.90133 2.76410
N: -2.81884 1.03480 -2.85832
N: -0.97694 1.78171 -1.45051
N: 0.28343 -0.91336 -1.35978
C: -2.43416 0.96304 3.76365
C: 3.78036 -3.16341 2.48765
C: -1.05803 -0.78960 -2.03969
C: 0.45966 -0.04347 -0.14659
C: -3.40004 2.66663 2.30716
C: 0.90526 4.05083 0.14287
C: -1.25060 -0.15003 3.39503
C: -1.88252 -2.18196 -1.61043
C: 5.24138 -3.51595 2.67987
C: -3.50504 -1.99235 -1.53014
C: -0.02765 -0.87532 1.17069
C: 1.97473 -3.94576 1.43800
C: 2.87359 -3.83822 3.47134
C: 2.15463 5.00989 -0.42142
C: 1.57242 0.51738 -3.96920
C: -1.88834 0.58382 -1.72718
C: -0.07783 1.49537 -0.27032
C: -0.71716 -1.01027 -3.66341
C: -1.48455 -0.53024 1.78283
C: 1.21657 2.54327 -0.43742
C: -0.03131 0.28656 -4.38125
H: -3.95260 -3.05629 -1.22674
H: -2.19508 -1.48504 1.79316
H: 0.79694 -0.70708 2.01740
H: -3.21878 1.98452 -2.59129
H: -1.53211 -2.50674 -0.51611
H: -0.48729 2.14757 -2.29515
H: 0.10811 -1.87330 -3.66936
H: -1.63798 2.55648 -1.14002
H: 5.41759 -4.58284 2.50343
H: -0.94613 4.68628 0.44817
H: -2.05981 0.37661 1.33257
H: 2.17266 2.16204 0.16762
H: 0.01999 -2.04631 0.94329
H: 3.64823 -2.07448 2.49851
H: 2.03099 1.35335 -4.64988
H: 3.18247 -4.85919 3.72115
H: -3.50559 0.54867 3.54123
H: 2.10796 -0.49620 -4.26294
H: -3.67266 0.42208 -2.91493
H: 0.00582 0.03909 -5.54920
H: 1.53618 2.51385 -1.57078
H: 1.64577 0.05898 -0.01748
H: -0.62342 1.29122 -4.29307
H: -2.34508 1.19402 4.93128
H: 1.72543 0.74337 -2.83136
H: 5.58104 -3.26237 3.68857
H: -0.64413 1.89843 0.69676
H: -1.57181 -3.10525 -2.30084
H: -3.88619 -1.23548 -0.72346
H: -1.26189 -1.08998 4.09186
H: -2.59680 0.52073 -0.76793
H: -0.22553 0.43762 3.56480
H: -4.20724 1.88439 1.94120
H: 2.76023 -3.26338 4.39529
H: -4.02825 -1.70858 -2.54247
H: 5.86058 -2.97387 1.95720
H: 1.02148 4.05055 1.30815
H: 0.56629 -1.90831 -1.20668


Record 3
ORCA calculation (wB97M-V/def2-TZVPD) on 2 unconnected molecules or ions with the total composition C2H5ClN2S.

Properties
SMILES string	N#CSCN.Cl
HOMO	-9.76	eV
Kohn-Sham gap	10.22	eV
LUMO energy	0.458	eV
electronic energy	-1047.0803	Eh
ΔE to the lowest compared entry with this formula, charge and spin	0.0	kJ/mol

Element x y z (Å)
Cl: -3.05817 0.08319 -0.08951
S: 0.02664 -0.78284 1.54872
N: 0.38545 0.42888 -1.01485
N: 0.58121 -3.42248 0.73170
C: 1.02771 0.17845 0.19025
C: 0.36265 -2.35659 1.09495
H: -2.58219 -0.70643 0.79394
H: -0.45935 0.98055 -0.92873
H: 1.24807 1.09865 0.72956
H: 0.22449 -0.39080 -1.58843
H: 1.92559 -0.42058 0.05193


Record 4
ORCA calculation (wB97M-V/def2-TZVPD) on a single C4H6 molecule.

Properties
SMILES string	C#CCC
HOMO	-9.89	eV
Kohn-Sham gap	11.01	eV
LUMO energy	1.120	eV
electronic energy	-155.9362	Eh
ΔE to the lowest compared entry with this formula, charge and spin	69.5	kJ/mol

Element x y z (Å)
C: -0.44917 -0.48944 -0.57989
C: 1.61226 1.15868 -0.00032
C: -1.30303 -0.74057 0.71755
C: 0.71105 0.39226 -0.31179
H: -1.14193 -0.00729 -1.27410
H: -0.07708 -1.39891 -1.00789
H: -2.21883 -1.32104 0.47024
H: -0.72255 -1.28182 1.51276
H: 2.38006 1.88237 0.15783
H: -1.64632 0.20111 1.18786


Q: Which strongest force on any atom values were calculated for the entries above? A: 3.0 9.3 0.8 2.4, in eV Å⁻¹.